DFT (ωB97M-V with the def2-TZVPD basis set) results for the ion C6H11N2S2 with charge +1.

ORCA input file:
```
! wB97M-V def2-TZVPD RIJCOSX def2/J DEFGRID3
* xyz 1 1
C -1.560 0.566 0.275
C 0.303 -0.303 1.440
C -0.756 -0.444 2.513
C 0.375 0.204 -0.994
C 1.683 0.911 -1.127
C 0.491 -1.201 -1.527
N -0.262 0.236 0.266
N -2.083 0.907 -0.909
S -2.402 0.017 1.677
S -0.907 1.065 -2.065
H 1.168 0.340 1.932
H 0.711 -1.265 1.148
H -0.826 -1.519 2.903
H -0.574 0.267 3.397
H 2.109 0.642 -1.988
H 2.227 0.598 -0.311
H 1.576 2.061 -0.863
H -0.388 -1.755 -1.223
H 1.482 -1.571 -1.058
H 0.551 -1.246 -2.600
H -2.917 1.491 -0.887
*
```

Properties
Energy relative to the best compared isomer or geometry (same formula, charge and spin) (kcal/mol): 42.9
M (Da): 175.30
Orbital gap (Eh): 0.33060
E_HOMO (eV): -12.553

Mulliken atomic charge list, values in e, 8 entries: C 0.26; C -0.50; C -0.52; C 0.66; C -1.57; C -1.35; N 0.09; N -0.15